C21H29CoFN4OPS2 as an isolated structure. Source: the OMol25 dataset; level of theory: ωB97M-V/def2-TZVPD.

Computed properties:
2S+1 = 2
LUMO (spin up / spin down) = 2.55 / 2.55 eV
<S²> = 0.81
energy = -3732.2982 Eh
total charge = -1

Cartesian coordinates (Å):
1 H 1.5558 1.6248 -2.9915
2 C 0.6677 1.8270 0.2892
3 N 3.6128 2.2688 2.2433
4 S 1.3924 0.6214 2.8861
5 H 2.9031 -3.4783 -1.6451
6 C 3.1284 -2.9442 -0.7243
7 H -1.9536 -0.5935 0.1132
8 H -2.9932 3.9021 3.0168
9 C 0.0273 -4.6298 1.0982
10 C 0.6405 -2.5515 2.0837
11 H 5.0776 1.5302 -1.9964
12 S 0.9187 3.2961 -0.1036
13 H 0.2078 -2.1436 -2.9241
14 H 4.0327 -3.3782 -0.2912
15 C -2.8202 2.8359 2.9230
16 H -2.1613 2.9860 0.8894
17 H 0.9917 -4.4915 2.9950
18 N 3.3826 -1.5281 -0.9968
19 H 2.8447 1.6803 -4.2217
20 H -3.0104 -0.0334 4.6964
21 C 2.7054 1.5949 2.5086
22 H 1.1665 -3.5897 -3.2992
23 F -0.0190 -5.9945 1.1388
24 H 3.1423 -2.1120 -5.1963
25 H 2.9851 2.6270 -2.7244
26 C -2.3588 0.1228 2.6651
27 H 1.1122 -2.0243 2.9059
28 P 2.3638 -0.7346 -2.0448
29 H -2.1545 -0.9381 2.5688
30 C -2.3524 2.3202 1.7239
31 C -0.4457 -2.5855 -0.0202
32 H 0.6841 -2.4829 -4.6008
33 C -1.5357 0.3899 0.3194
34 H 3.6129 -3.2253 -3.9010
35 H -1.7016 1.0416 -0.5401
36 H 5.1106 0.6444 -3.5313
37 H -0.8601 -2.0798 -0.8858
38 O 1.0083 -0.3210 -1.6029
39 C -2.8316 0.6347 3.8617
40 H 3.9175 0.2632 0.0045
41 N 3.2831 0.5720 -2.4749
42 H 4.2152 -1.5637 -3.9018
43 H 3.0922 -0.9269 1.0231
44 C 0.5925 -3.9446 2.1492
45 H 4.7732 -1.1897 0.5362
46 H -0.9443 -4.5483 -0.8016
47 Co 0.4173 0.1332 0.7184
48 C -3.0624 1.9978 4.0027
49 C 2.6306 1.6826 -3.1450
50 C 1.0016 -2.5344 -3.5542
51 C -2.1028 0.9536 1.5668
52 N 2.2025 -1.7462 -3.3591
53 H 2.3056 -3.0878 -0.0211
54 H 5.1468 -0.2367 -1.9865
55 C -0.5002 -3.9755 0.0043
56 C 3.8066 -0.8015 0.2042
57 C 4.7286 0.6246 -2.5017
58 H -3.4184 2.4012 4.9427
59 C 0.1345 -1.8161 1.0015
60 C 3.3480 -2.1827 -4.1230

Forces on the atoms, in the same order (eV/Å):
-0.009 0.000 0.004
-0.045 -0.010 -0.099
0.043 -0.056 0.016
0.111 -0.179 -0.121
-0.020 0.010 -0.034
0.084 0.065 -0.007
0.000 0.048 -0.036
0.000 0.001 -0.001
-0.010 -0.022 -0.002
-0.012 0.008 -0.054
0.002 0.010 0.001
-0.013 -0.026 0.021
-0.002 0.003 -0.012
0.014 -0.001 -0.018
-0.008 0.002 0.013
0.001 0.001 0.004
-0.001 0.001 0.003
-0.222 0.058 0.010
-0.002 -0.004 0.007
0.000 -0.002 0.001
-0.019 0.097 -0.028
-0.008 0.002 0.002
0.004 -0.001 -0.001
-0.012 -0.003 0.007
-0.007 0.012 0.011
-0.010 0.005 0.011
0.003 -0.027 0.012
0.145 -0.070 -0.014
0.001 0.009 0.004
0.006 -0.016 -0.011
0.055 -0.042 0.027
0.005 -0.002 -0.002
-0.050 0.057 -0.073
0.007 0.001 0.011
-0.042 0.024 0.021
-0.002 0.004 0.003
0.005 -0.005 -0.001
0.101 -0.122 0.073
0.001 -0.006 -0.012
-0.073 -0.028 0.044
0.015 -0.002 -0.030
-0.003 0.011 -0.003
-0.020 0.025 0.000
0.000 0.010 0.024
0.022 -0.010 -0.025
0.000 -0.001 -0.002
-0.015 0.192 0.094
0.000 0.017 0.008
-0.003 0.006 0.013
-0.004 -0.010 -0.022
-0.053 -0.022 0.003
-0.055 0.029 0.047
-0.037 0.003 0.030
0.014 0.018 -0.065
-0.014 0.005 -0.014
0.006 -0.044 0.095
0.032 0.004 -0.013
-0.005 0.001 0.000
0.079 -0.016 0.056
0.018 -0.014 0.024


An isolated ion of composition C21H29N2O4 and charge +1. Source: the OMol25 dataset; level of theory: ωB97M-V/def2-TZVPD.

Computed properties:
SMILES string = COc1cccc(OC)c1OC[C@H](O)CN1CC[NH+](c2ccccc2)CC1
LUMO = -1.90 eV
energy = -1227.8213 Eh
total charge = +1

Cartesian coordinates (Å):
1 C 1.0817 -2.6093 -0.9275
2 C -0.5822 0.5361 -1.6074
3 H 1.1061 1.8338 2.6448
4 C 1.9070 -2.1283 -3.1608
5 C 0.5850 -3.8271 -1.3674
6 H -0.9442 3.3183 0.5029
7 H -0.4010 -3.4063 1.3053
8 H -2.0866 2.6460 -1.4620
9 O 0.9341 -2.1238 0.3552
10 C 0.3277 2.1469 3.3245
11 C 1.9535 0.6379 -1.7878
12 H 0.7628 -2.5105 2.3156
13 N -1.7973 0.6930 -0.8494
14 H -3.0487 -0.7656 -0.0307
15 H 1.6794 2.6829 4.8880
16 C 1.3872 -3.3464 -3.5879
17 H 1.3126 -3.9022 1.3545
18 H -1.3173 -1.0078 0.2433
19 H -2.4681 3.2591 5.7309
20 N -1.3115 1.5781 1.6027
21 H -0.1085 3.3960 6.4315
22 H -3.2636 0.7974 1.7264
23 H 0.0774 -4.4951 -0.6921
24 C -1.7846 2.6495 0.6946
25 H 1.4961 -3.6553 -4.6137
26 H -0.7335 1.0017 -2.5857
27 C -1.6846 2.9486 5.0582
28 H 3.4493 -2.5270 -5.3227
29 H -0.4399 -0.5341 -1.7705
30 C -2.0132 2.4747 3.7992
31 H -1.9946 -0.2531 2.3800
32 H 0.6757 2.2285 -1.0415
33 O 2.3389 -0.6248 -1.2869
34 C -2.1045 -0.2546 0.2017
35 C 0.7458 -4.1819 -2.6940
36 H 1.9416 -1.7387 -5.8739
37 H 0.3620 -5.1291 -3.0378
38 C 0.6462 2.6245 4.5850
39 C -2.3215 2.0056 -0.6125
40 C -2.2458 0.4352 1.5720
41 C 2.8546 -1.6111 -5.2849
42 H -2.5717 3.2205 1.1902
43 O 0.8847 0.7791 0.3554
44 H 2.8030 1.2942 -1.5845
45 C -1.0017 2.0751 2.9397
46 O 2.5627 -1.2419 -3.9539
47 H 3.4356 -0.7864 -5.6933
48 H -3.4119 1.9233 -0.5510
49 C 0.6314 -3.0497 1.3783
50 C 1.7549 -1.7612 -1.8156
51 H 1.2725 -0.1231 0.3563
52 H -0.4028 1.2117 1.1760
53 H 1.7604 0.6186 -2.8612
54 C 0.7167 1.1345 -1.0082
55 C -0.3583 3.0245 5.4505
56 H -3.0491 2.4188 3.5020

Forces on the atoms, in the same order (eV/Å):
0.141 0.276 -0.110
0.304 0.134 0.134
0.085 -0.024 -0.086
-0.008 0.104 0.207
-0.058 0.027 0.232
0.006 -0.069 0.123
0.053 0.001 -0.003
-0.068 0.065 0.037
0.232 0.117 -0.563
-0.072 -0.064 -0.169
-0.247 0.694 0.112
-0.029 -0.077 -0.022
0.161 -0.009 0.124
0.064 -0.044 0.199
0.104 0.002 0.021
0.091 0.091 -0.177
-0.013 0.019 -0.014
-0.017 0.018 0.016
-0.082 0.027 0.061
0.454 -0.031 0.131
0.027 0.038 0.102
0.111 0.082 0.072
-0.061 -0.057 0.103
-0.282 0.412 -0.671
0.026 0.002 -0.125
0.092 -0.076 -0.071
-0.014 -0.023 -0.065
-0.028 0.025 0.012
0.011 0.055 -0.084
0.000 -0.066 -0.142
-0.015 0.136 -0.008
0.023 -0.055 -0.049
0.003 -0.571 -0.126
-0.247 -0.143 -0.139
0.027 0.059 0.030
0.044 -0.008 0.034
-0.038 -0.090 -0.039
-0.075 0.019 0.047
-0.105 0.017 0.073
-0.336 -0.646 -0.154
0.062 -0.065 -0.333
0.118 -0.067 0.092
0.147 -0.212 0.233
-0.104 -0.045 -0.086
0.190 0.184 0.540
-0.098 -0.020 0.559
-0.044 -0.093 -0.020
0.023 0.157 -0.007
-0.119 -0.182 0.253
0.000 0.002 0.124
-0.110 0.095 0.137
-0.262 0.098 0.185
0.027 -0.013 0.058
-0.019 -0.196 -0.731
0.062 -0.005 -0.006
-0.137 -0.005 -0.049


C21H29N3O2PPt as an isolated structure. Source: the OMol25 dataset; level of theory: ωB97M-V/def2-TZVPD.

Computed properties:
LUMO = -3.69 eV
energy = -1592.8995 Eh
total charge = +1

Cartesian coordinates (Å):
1 H -0.1274 5.4331 -0.7598
2 C 3.0325 -1.6415 -0.5326
3 C 0.0965 -3.1063 -0.3231
4 H -3.0389 2.0782 -0.8820
5 C -2.4064 0.3603 0.2772
6 H -1.7336 5.6223 1.1799
7 C -2.4546 1.1687 -1.0308
8 H -1.4694 1.4583 -1.3949
9 H -1.9057 3.6931 2.7605
10 H 5.5323 -2.2039 -2.7234
11 C -0.3030 4.6211 -0.0675
12 H 4.8056 0.1140 -3.4113
13 N 0.2356 2.3788 0.5512
14 C -1.1708 4.7146 1.0062
15 H -1.0932 -3.2194 2.2658
16 H -3.7358 -1.2818 -0.2778
17 C -1.1311 -2.2096 -0.4188
18 O 3.4141 2.2109 -3.1414
19 H -1.6032 -2.4413 3.7564
20 C -1.5850 -2.3355 2.6706
21 H -1.3491 -0.2149 2.7711
22 H -0.0728 -4.0199 -0.8952
23 H -1.4418 -2.8543 -2.4562
24 P -0.8622 -0.6299 0.4871
25 H -2.3542 1.0672 1.1053
26 H -0.5903 1.6450 2.2907
27 H 1.0910 -2.0360 2.5822
28 H -2.9373 0.5980 -1.8233
29 H 0.3422 -3.3931 0.7002
30 C 1.4311 3.3118 -1.3337
31 C 0.3900 3.4440 -0.2553
32 O 1.7729 4.2615 -1.9862
33 C -0.8292 -1.0546 2.2979
34 H -3.7800 -0.8880 1.4454
35 N 1.8926 2.0153 -1.3882
36 H -0.6455 -1.2858 -2.3291
37 H -2.6166 -2.3366 2.3250
38 H 0.9499 -2.6008 -0.7545
39 C 2.8874 1.5961 -2.2543
40 H 2.5209 -2.0610 0.3185
41 H -1.9849 -2.7110 0.0410
42 C 0.5972 -1.1001 2.8519
43 Pt 0.9245 0.6349 -0.3043
44 C -3.6835 -0.4675 0.4460
45 C -0.5618 2.4925 1.6231
46 H -4.5480 0.1767 0.2770
47 H 1.2113 -0.2780 2.4828
48 C 4.7164 -1.7022 -2.2204
49 C 4.0761 -2.3037 -1.1469
50 H 4.3806 -3.2741 -0.7812
51 C 3.2799 0.1713 -1.9482
52 C 4.3215 -0.4358 -2.6160
53 C -1.4240 -1.9191 -1.8947
54 H 0.5744 -1.0450 3.9416
55 N 2.6229 -0.4333 -0.9426
56 H -2.3829 -1.4255 -2.0427
57 C -1.2777 3.6420 1.8820

Forces on the atoms, in the same order (eV/Å):
0.009 -0.005 0.007
0.203 0.228 0.039
-0.168 -0.153 0.120
-0.026 -0.021 0.005
-0.093 -0.078 -0.192
-0.014 -0.025 -0.012
-0.037 -0.045 0.012
0.013 0.025 0.003
0.010 -0.002 -0.006
-0.018 -0.009 -0.008
0.126 0.031 0.064
-0.010 -0.014 -0.008
-1.284 -0.079 -0.335
-0.034 0.032 0.056
0.004 0.001 0.017
-0.029 0.041 0.014
0.044 0.151 -0.178
0.046 0.046 0.051
0.019 0.001 -0.006
-0.035 0.079 0.047
-0.045 -0.007 0.008
-0.010 -0.013 0.038
-0.008 0.006 0.013
0.552 -0.671 0.161
-0.093 -0.017 0.006
-0.039 -0.028 -0.037
0.009 0.008 -0.032
0.007 0.032 0.012
0.030 0.022 -0.006
-0.024 -0.035 -0.245
0.044 0.066 0.144
-0.009 -0.022 -0.006
-0.087 -0.124 -0.027
-0.010 0.015 -0.005
0.731 0.051 -0.124
0.001 -0.009 -0.005
0.008 -0.019 0.012
0.011 -0.034 -0.178
-0.204 -0.003 -0.153
-0.020 0.011 0.000
-0.036 0.022 -0.025
-0.008 0.028 0.012
0.695 1.029 0.807
-0.022 0.064 0.047
0.300 0.143 0.036
-0.005 -0.014 0.009
0.009 0.033 0.009
0.042 -0.046 -0.004
0.109 0.037 0.037
-0.007 0.009 -0.002
-0.004 0.037 0.147
0.069 0.070 0.041
-0.071 -0.004 0.023
0.004 -0.063 -0.016
-0.780 -0.862 -0.449
0.040 -0.033 -0.014
0.094 0.117 0.075